(1)
Here is a cluster of 2 separate species, C26H32N3O3 in total at a distorted geometry from the OMol25 dataset. Energies are from wB97M-V/def2-TZVPD.

Each line ends with the Löwdin charge.
Cartesian coordinates (Å):
C -0.818 -1.428 3.974  -0.029
O -1.632 -0.551 3.162  -0.085
C -2.675 -1.085 2.493  -0.227
C -3.210 -2.376 2.685  0.003
C -4.298 -2.779 1.911  -0.049
C -4.876 -1.939 0.960  -0.001
C -4.322 -0.654 0.772  -0.215
O -4.787 0.293 -0.076  -0.090
C -6.024 0.048 -0.780  -0.033
C -3.202 -0.265 1.496  -0.069
N -2.703 1.073 1.301  0.104
C -1.443 1.448 0.948  -0.062
C -0.407 0.496 0.568  -0.264
C 0.910 1.056 0.251  -0.045
C 2.052 0.453 0.680  -0.013
C 3.351 1.124 0.636  -0.220
C 4.304 0.904 1.657  -0.029
C 5.521 1.581 1.656  -0.067
C 5.820 2.494 0.631  -0.063
C 4.877 2.737 -0.377  -0.065
C 3.652 2.063 -0.374  -0.031
O -0.637 -0.736 0.541  0.114
N -1.391 2.801 1.074  -0.019
C -0.245 3.686 0.933  0.009
C -2.642 3.273 1.439  0.018
C -3.453 2.211 1.586  0.046
H -0.065 -0.771 4.409  0.096
H -1.420 -1.907 4.760  0.098
H -0.335 -2.187 3.341  0.107
H -2.766 -3.042 3.431  0.114
H -4.717 -3.774 2.063  0.120
H -5.735 -2.255 0.363  0.114
H -6.208 0.980 -1.318  0.097
H -5.903 -0.790 -1.482  0.102
H -6.847 -0.162 -0.078  0.104
H 0.925 1.974 -0.344  0.102
H 1.988 -0.484 1.254  0.144
H 4.039 0.238 2.481  0.116
H 6.237 1.418 2.463  0.111
H 6.780 3.016 0.624  0.112
H 5.094 3.463 -1.164  0.111
H 2.916 2.268 -1.153  0.113
H -0.528 4.657 1.353  0.106
H 0.619 3.312 1.493  0.110
H 0.028 3.843 -0.119  0.110
H -2.827 4.323 1.576  0.139
H -4.484 2.152 1.877  0.150
C 1.853 -2.898 -4.244  -0.205
C 3.117 -2.093 -3.938  -0.190
C 3.102 -1.478 -2.536  -0.240
N 1.857 -0.870 -2.152  -0.070
C 0.600 -1.445 -2.565  -0.244
C 0.597 -2.073 -3.960  -0.190
H 1.859 -3.195 -5.297  0.108
H 1.839 -3.812 -3.638  0.113
H 4.003 -2.732 -4.023  0.110
H 3.215 -1.289 -4.675  0.112
H 3.381 -2.267 -1.809  0.113
H 3.873 -0.696 -2.454  0.109
H 1.852 -0.539 -1.201  0.044
H 0.269 -2.205 -1.828  0.110
H -0.147 -0.637 -2.509  0.105
H 0.516 -1.273 -4.703  0.111
H -0.298 -2.697 -4.048  0.109

Results
* total charge: +1
* 2S+1: 1
* DFT total energy: -1399.64937 Eh
* energy relative to the best compared isomer or geometry (same formula, charge and spin): 105.2 kJ/mol
* HOMO-LUMO gap: 5.76 eV
* HOMO: -9.908 eV



(2)
Here is the molecule C26H32N4O6 from the OMol25 dataset. Energies are from wB97M-V/def2-TZVPD.

Each line ends with the Löwdin charge.
Cartesian coordinates (Å):
C 6.064 1.212 -1.987  -0.056
C 5.574 2.642 -1.811  -0.210
H 5.125 3.009 -2.739  0.120
H 6.386 3.303 -1.502  0.123
O 4.602 2.728 -0.765  0.007
C 3.336 2.456 -1.084  -0.477
O 2.960 2.198 -2.199  0.112
C 2.448 2.467 0.145  -0.214
C 2.217 0.998 0.535  -0.107
C 1.153 0.895 1.626  -0.152
N -0.064 1.536 1.165  -0.144
C -1.277 1.050 1.708  -0.179
C -1.972 1.678 2.733  0.065
C -3.144 1.086 3.167  -0.149
C -3.610 -0.116 2.605  -0.142
C -2.940 -0.741 1.570  0.081
C -1.776 -0.134 1.118  -0.150
N -1.038 -0.597 0.036  0.142
C -1.079 -1.767 -0.658  -0.414
O -1.819 -2.698 -0.404  0.076
C -0.048 -1.795 -1.736  -0.136
C 0.380 -0.651 -2.393  -0.045
C 1.409 -0.717 -3.320  -0.006
C 2.024 -1.925 -3.607  -0.192
C 1.558 -3.105 -2.979  -0.187
C 0.533 -3.023 -2.057  0.052
H 0.158 -3.897 -1.550  0.115
O 2.193 -4.252 -3.343  -0.062
C 1.746 -5.463 -2.784  -0.080
H 2.361 -6.239 -3.236  0.094
H 0.693 -5.650 -3.019  0.099
H 1.882 -5.479 -1.697  0.097
O 3.064 -2.083 -4.466  -0.058
C 3.557 -0.943 -5.129  -0.073
H 4.400 -1.291 -5.723  0.096
H 2.802 -0.507 -5.792  0.100
H 3.898 -0.179 -4.423  0.084
H 1.731 0.194 -3.796  0.101
H -0.095 0.304 -2.226  0.116
H -0.336 0.084 -0.234  0.100
H -3.290 -1.650 1.113  0.109
N -4.773 -0.446 3.264  -0.011
C -5.052 0.508 4.218  -0.459
O -5.998 0.524 4.975  0.070
N -4.043 1.448 4.147  -0.016
C -3.977 2.603 4.996  -0.011
H -3.067 2.587 5.601  0.095
H -4.848 2.572 5.650  0.092
H -3.998 3.520 4.403  0.095
C -5.598 -1.595 3.018  -0.005
H -5.029 -2.514 3.167  0.098
H -6.426 -1.557 3.726  0.092
H -5.988 -1.577 1.998  0.098
H -1.606 2.591 3.175  0.116
C 0.124 2.957 0.990  -0.168
C 1.116 3.157 -0.158  -0.117
H 0.703 2.728 -1.072  0.118
H 1.280 4.223 -0.325  0.124
H 0.515 3.443 1.901  0.126
H -0.835 3.412 0.738  0.131
H 1.525 1.373 2.549  0.131
H 0.946 -0.153 1.848  0.131
H 1.892 0.445 -0.349  0.108
H 3.152 0.558 0.887  0.128
H 2.972 2.984 0.954  0.153
H 6.819 1.177 -2.767  0.079
H 5.235 0.566 -2.268  0.065
H 6.495 0.844 -1.059  0.079

Results
* total charge: 0
* SMILES: CCOC(=O)C1CCN(c2cc3c(cc2NC(=O)c2ccc(OC)c(OC)c2)n(C)c(=O)n3C)CC1
* 2S+1: 1
* DFT total energy: -1680.49531 Eh
* energy relative to the best compared isomer or geometry (same formula, charge and spin): 26.2 kJ/mol
* HOMO-LUMO gap: 7.93 eV
* HOMO: -7.327 eV



(3)
Here is the molecule C26H32N4O6 at a distorted geometry from the OMol25 dataset. Energies are from wB97M-V/def2-TZVPD.

Each line ends with the Löwdin charge.
Cartesian coordinates (Å):
C 5.545 -0.168 3.053  -0.090
H 5.306 0.894 2.934  0.095
O 5.254 -0.896 1.885  -0.081
C 3.967 -0.938 1.446  -0.270
C 2.892 -0.305 2.061  -0.010
C 1.622 -0.416 1.520  -0.030
C 1.397 -1.147 0.361  -0.186
C 2.475 -1.792 -0.242  -0.025
C 3.742 -1.688 0.290  0.017
H 4.581 -2.184 -0.170  0.120
H 2.311 -2.393 -1.124  0.119
C 0.002 -1.259 -0.183  -0.142
N -0.287 -0.432 -1.362  0.042
C -1.589 -0.430 -1.706  -0.451
O -2.401 -1.085 -1.058  0.040
C -2.071 0.453 -2.843  -0.057
H -2.423 -0.204 -3.642  0.135
C -3.252 1.309 -2.350  -0.071
C -2.764 2.279 -1.291  -0.448
O -2.559 3.453 -1.494  0.085
N -2.545 1.671 -0.082  0.177
C -1.833 2.218 0.958  -0.295
N -1.316 1.444 1.885  0.107
O -0.665 2.261 2.759  -0.007
C -0.788 3.538 2.354  -0.318
C -1.527 3.582 1.209  0.048
H -1.811 4.421 0.615  0.113
C -0.143 4.599 3.163  0.000
H 0.936 4.452 3.181  0.087
H -0.504 4.560 4.190  0.088
H -0.367 5.571 2.737  0.088
H -2.719 0.675 -0.005  0.129
H -3.663 1.882 -3.182  0.126
H -4.022 0.656 -1.937  0.122
H -1.297 1.105 -3.236  0.099
C 0.765 0.287 -2.057  -0.039
C 0.808 1.733 -1.670  -0.234
C 1.284 2.360 -0.556  -0.005
C 1.028 3.741 -0.739  -0.063
C 0.416 3.851 -1.947  -0.121
O 0.280 2.646 -2.518  0.029
H 0.030 4.693 -2.485  0.126
H 1.268 4.535 -0.063  0.103
H 1.757 1.891 0.282  0.101
H 1.714 -0.183 -1.795  0.123
H 0.626 0.197 -3.136  0.143
H -0.703 -0.942 0.597  0.134
C -0.284 -2.724 -0.581  -0.453
O 0.096 -3.164 -1.647  0.072
N -0.911 -3.426 0.373  0.140
H -1.283 -2.919 1.160  0.146
C -1.361 -4.813 0.233  -0.585
C -2.071 -5.188 1.533  -0.042
H -1.398 -5.079 2.381  0.084
H -2.404 -6.221 1.490  0.086
H -2.941 -4.554 1.689  0.085
C -2.326 -4.918 -0.950  -0.029
H -1.806 -4.666 -1.869  0.078
H -2.720 -5.928 -1.030  0.083
H -3.151 -4.221 -0.822  0.086
C -0.142 -5.711 0.014  -0.033
H -0.454 -6.748 -0.085  0.083
H 0.376 -5.411 -0.891  0.075
H 0.545 -5.627 0.854  0.085
H 0.793 0.075 2.008  0.096
H 3.026 0.273 2.962  0.104
H 6.617 -0.279 3.210  0.093
H 5.009 -0.567 3.920  0.096

Results
* total charge: 0
* SMILES: COc1ccc([C@H](C(=O)NC(C)(C)C)N(Cc2ccco2)C(=O)CCC(=O)Nc2cc(C)on2)cc1
* 2S+1: 1
* DFT total energy: -1680.43459 Eh
* energy relative to the best compared isomer or geometry (same formula, charge and spin): 185.6 kJ/mol
* HOMO-LUMO gap: 9.02 eV
* HOMO: -8.413 eV



(4)
Here is a cluster of 5 separate species, C26H32NO in total at a distorted geometry from the OMol25 dataset. Energies are from wB97M-V/def2-TZVPD.

Each line ends with the Löwdin charge.
Cartesian coordinates (Å):
C 1.083 0.978 3.255  -0.046
C 2.332 0.289 2.658  -0.192
O 2.736 0.788 1.369  -0.093
N 2.952 2.148 1.377  0.195
H 0.176 0.625 2.754  0.074
H 1.167 2.069 3.212  0.070
H 0.990 0.638 4.290  0.092
H 2.076 -0.763 2.504  0.129
H 3.164 0.278 3.377  0.132
H 2.082 2.696 1.327  0.171
H 3.516 2.487 2.169  0.197
H 3.471 2.382 0.521  0.185
C -1.419 -0.616 0.050  -0.100
C -2.233 -1.534 -0.600  -0.089
C -1.692 -2.391 -1.550  -0.084
C -0.335 -2.337 -1.843  -0.081
C 0.481 -1.422 -1.190  -0.094
C -0.063 -0.559 -0.247  -0.116
H -1.843 0.055 0.789  0.097
H -3.290 -1.581 -0.369  0.108
H -2.329 -3.102 -2.062  0.106
H 0.087 -3.009 -2.580  0.107
H 1.539 -1.382 -1.418  0.100
H 0.572 0.158 0.259  0.065
C 2.452 5.036 -0.938  -0.118
C 2.026 5.783 -2.027  -0.082
C 2.807 6.832 -2.494  -0.069
C 4.017 7.128 -1.877  -0.070
C 4.445 6.380 -0.789  -0.085
C 3.660 5.336 -0.317  -0.123
H 1.838 4.218 -0.573  0.078
H 1.087 5.549 -2.512  0.109
H 2.473 7.419 -3.339  0.111
H 4.626 7.943 -2.244  0.111
H 5.387 6.610 -0.310  0.108
H 3.995 4.755 0.538  0.074
C -4.518 -1.159 -3.799  -0.108
C -3.934 -2.054 -4.688  -0.107
C -4.733 -2.895 -5.453  -0.094
C -6.116 -2.834 -5.337  -0.091
C -6.700 -1.938 -4.451  -0.093
C -5.901 -1.103 -3.679  -0.096
H -3.896 -0.506 -3.200  0.093
H -2.856 -2.096 -4.783  0.096
H -4.277 -3.596 -6.141  0.101
H -6.738 -3.486 -5.936  0.103
H -7.777 -1.890 -4.362  0.102
H -6.357 -0.407 -2.986  0.099
C 1.333 -4.211 5.701  -0.089
C 1.613 -4.959 4.564  -0.086
C 1.092 -4.578 3.334  -0.090
C 0.297 -3.442 3.238  -0.105
C 0.020 -2.693 4.376  -0.116
C 0.534 -3.078 5.608  -0.097
H 1.736 -4.511 6.660  0.104
H 2.236 -5.841 4.638  0.105
H 1.305 -5.165 2.450  0.104
H -0.107 -3.142 2.278  0.095
H -0.601 -1.807 4.301  0.093
H 0.313 -2.496 6.495  0.101

Results
* total charge: +1
* 2S+1: 1
* DFT total energy: -1139.58312 Eh
* energy relative to the best compared isomer or geometry (same formula, charge and spin): 41.9 kJ/mol
* HOMO-LUMO gap: 7.22 eV
* HOMO: -10.783 eV